Entry 1:
Formula: C6H45N2O17
Source: OMol25
Level of theory: wB97M-V/def2-TZVPD

Geometry (Å):
C 16.2750 7.4976 11.7716
C 14.9039 7.4641 12.5124
N 14.6795 6.0699 12.8939
C 14.8025 5.5411 14.1506
C 14.6633 4.1751 14.0038
N 14.3511 3.8977 12.7081
C 14.4160 5.0412 12.0141
C 13.9583 2.6510 12.0838
H 16.5900 8.5423 11.7423
H 16.2095 7.0963 10.7642
H 17.0701 7.0105 12.3363
H 14.0260 7.8507 11.9955
H 14.8831 8.0813 13.4111
H 15.0191 6.1392 15.0187
H 14.5408 3.4362 14.7805
H 14.2949 5.1927 10.9522
H 13.3737 2.1094 12.8272
H 14.7974 2.0590 11.7265
H 13.2441 2.8492 11.2857
O 14.7144 0.5492 14.8265
H 15.2672 1.3237 14.6715
H 15.3189 -0.1952 14.7701
O 16.1916 5.0222 9.3307
H 16.7062 4.3024 8.9540
H 16.2911 5.7447 8.7028
O 10.6331 2.8767 13.2916
H 9.8542 2.5626 12.8223
H 10.8968 3.6730 12.8200
O 13.2178 10.0341 10.6144
H 13.2400 10.7755 10.0024
H 12.4641 10.2133 11.1840
O 12.6899 3.2391 7.8148
H 12.9705 2.9457 8.6860
H 13.2576 2.7630 7.2023
O 15.5723 3.0647 17.8642
H 14.7579 2.6663 17.5157
H 15.4241 4.0220 17.8138
O 11.3773 0.3375 14.5354
H 11.7673 1.2083 14.4303
H 10.9472 0.1649 13.6943
O 17.7525 5.8619 16.7010
H 18.0446 5.5260 15.8482
H 17.6065 6.7996 16.5545
O 17.2311 2.2037 14.7322
H 17.3753 3.1340 14.4727
H 17.6270 1.6922 14.0201
O 13.2290 1.8261 17.0563
H 13.1369 1.1052 17.6859
H 13.5621 1.4066 16.2535
O 12.6132 6.4527 9.1770
H 12.0806 5.7475 8.7965
H 12.4075 7.2270 8.6453
O 14.6491 8.3868 16.7233
H 15.5681 8.6559 16.8210
H 14.1660 8.9475 17.3402
O 14.5005 5.5387 17.5176
H 14.0089 5.5379 18.3451
H 14.6599 6.4726 17.3300
O 12.5643 7.9744 14.4931
H 12.2574 8.8770 14.6150
H 13.3639 7.9173 15.0257
O 18.3697 4.5189 13.9043
H 18.3021 4.3479 12.9590
H 19.2963 4.3559 14.1161
O 10.6954 2.8319 9.9970
H 10.4865 3.4276 9.2701
H 10.1966 3.1728 10.7431
O 18.7876 10.1477 11.4290
H 18.6888 10.4766 12.3269
H 19.3086 9.3451 11.5203

Values from the calculation:
HOMO level = -11.4494 eV
charge = +1
energy relative to the best compared isomer or geometry (same formula, charge and spin) = 174.1 kJ/mol
multiplicity = 1

Charges obtained by Mulliken population analysis, quoted in units of e: -0.8848 -0.5640 0.4223 -0.2091 -1.0529 0.5115 -0.5124 -0.2729 0.5179 0.1511 0.2298 0.3465 0.3271 0.5040 0.6016 0.3773 0.0970 0.2605 0.0800 -0.5721 0.3440 0.2584 -0.4920 0.2490 0.2848 -0.5141 0.2984 0.2649 -0.5958 0.2977 0.2994 -0.5793 0.2837 0.2779 -0.6524 0.3739 0.4436 -0.6424 0.2577 0.3317 -0.5772 0.2821 0.2747 -0.5900 0.3194 0.2969 -0.6897 0.3020 0.3184 -0.5409 0.2813 0.2816 -0.5591 0.2641 0.2708 -0.6033 0.2647 0.2824 -0.5600 0.3114 0.2856 -0.5677 0.2720 0.2670 -0.5790 0.3102 0.2446 -0.6391 0.3160 0.3134



Entry 2:
Formula: C6H12O
Source: OMol25
Level of theory: wB97M-V/def2-TZVPD

Geometry (Å):
C -0.6118 2.5507 1.0565
C 0.2730 1.8948 0.3143
C -0.0053 0.4466 0.0369
C 0.0967 0.1058 -1.4290
C -0.3024 -0.3925 1.0386
C -1.1442 -1.6157 0.8153
H -1.4119 2.0583 1.6172
H -0.5645 3.5711 1.4110
H 1.0113 2.3831 -0.3041
H 1.1013 0.2605 -1.7932
H -0.5454 0.7998 -2.0070
H -0.4658 -0.7988 -1.6277
H -0.0171 -0.2275 2.0694
H -1.3127 -2.0969 1.7840
H -0.6153 -2.4093 0.2460
H -2.0495 -1.4856 0.2315
O 2.3917 -1.7997 -1.4662
H 2.3373 -0.9088 -1.0993
H 1.8347 -2.3360 -0.8943

Values from the calculation:
SMILES = C=C/C(C)=C/C.O
HOMO level = -8.7359 eV
energy relative to the best compared isomer or geometry (same formula, charge and spin) = 221.7 kJ/mol
multiplicity = 1

Charges obtained by Mulliken population analysis, quoted in units of e: -0.6806 -0.5488 0.5652 -1.4682 -0.0765 -1.2115 0.2748 0.2813 0.3146 0.4162 0.3885 0.3356 0.4883 0.3227 0.2630 0.3345 -0.6477 0.3371 0.3114



Entry 3:
Formula: C5H7NO
Source: OMol25
Level of theory: wB97M-V/def2-TZVPD

Geometry (Å):
C 1.8065 -0.0808 0.8153
O 0.4363 -0.3553 1.1660
C -0.4184 -0.1834 0.1548
C -0.5053 0.4857 -1.0537
C -1.7797 0.2954 -1.5508
N -2.6394 -0.1780 -0.6926
C -1.8462 -0.5369 0.4899
H 2.5279 -0.5662 1.6493
H 2.0399 0.9194 0.7221
H 1.9805 -0.5647 -0.0669
H 0.2887 0.8408 -1.6803
H -2.1581 0.6945 -2.4920
H -2.0989 -1.6586 0.5501
H -2.1153 -0.0029 1.3247

Values from the calculation:
SMILES = COC1=CC=NC1
HOMO level = -8.5809 eV
energy relative to the best compared isomer or geometry (same formula, charge and spin) = 235.0 kJ/mol
multiplicity = 1

Charges obtained by Mulliken population analysis, quoted in units of e: -0.8113 -0.3631 0.6365 -0.4078 -0.4061 -0.5718 -0.4067 0.2152 0.3605 0.3787 0.4136 0.3933 0.2554 0.3135



Entry 4:
Formula: C10H16Cl8N2O2
Source: OMol25
Level of theory: wB97M-V/def2-TZVPD

Geometry (Å):
N -1.5038 -0.8644 -0.3166
C -0.1581 -1.1456 -0.1280
C 0.6865 -0.3378 0.6761
C 0.0874 0.6866 1.4996
C -1.2250 1.0515 1.2509
C -1.9396 0.2642 0.3116
H 0.2264 -1.9906 -0.6797
H 1.7431 -0.5564 0.7248
H 0.7510 1.2336 2.1529
H -1.6913 1.9308 1.6702
H -2.9553 0.5283 0.0566
C 2.0964 1.1768 -1.3158
N 0.8800 1.8240 -1.7205
O -0.1139 1.8359 -0.9887
O 0.7564 2.2000 -2.8777
H 1.9215 0.8189 -0.3012
H 2.9420 1.8629 -1.3643
H 2.1292 0.3456 -2.0202
C -5.2996 -0.1368 -0.3658
Cl -6.3005 -1.4097 0.2115
Cl -3.5866 -0.5639 -0.2166
H -5.5006 0.2064 -1.3806
H -5.3799 0.6828 0.3484
C 2.0846 1.2371 3.0624
Cl 2.4273 0.2649 4.4481
Cl 2.3395 2.9605 3.4925
H 2.7060 1.0181 2.1941
H 1.0675 1.0788 2.7038
C -1.4938 -2.4833 -1.7183
Cl -1.9557 -3.4230 -3.1478
Cl -0.0187 -3.1183 -1.0419
H -1.2809 -1.5122 -2.1652
H -2.2581 -2.5097 -0.9416
C 3.7038 -0.7167 -0.5112
Cl 2.1251 -1.4379 -0.1897
Cl 3.7486 0.8856 0.2548
H 4.4602 -1.3776 -0.0880
H 3.7787 -0.5094 -1.5787

Values from the calculation:
HOMO level = -7.5048 eV
energy relative to the best compared isomer or geometry (same formula, charge and spin) = 2847.7 kJ/mol
multiplicity = 1

Charges obtained by Mulliken population analysis, quoted in units of e: -0.0759 -1.3495 -0.1565 0.3621 -0.7999 -0.4339 0.3147 1.4587 -0.4927 0.4373 0.0331 -0.1383 0.9094 -0.4500 -0.5992 -0.8548 0.5495 0.3889 -0.3358 -0.1754 0.0265 0.3273 0.2491 1.6443 -0.2067 -0.2242 -0.7096 0.0561 0.1184 -0.1932 -0.1216 0.1971 0.2213 -0.2880 -0.2218 -0.2419 0.4362 0.3392



Entry 5:
Formula: H4O2
Source: OMol25
Level of theory: wB97M-V/def2-TZVPD

Geometry (Å):
H 1.6011 -0.8778 -0.0662
H 2.4908 -0.4401 1.0948
O 1.5475 -0.5006 0.8415
H -2.2140 -0.1067 -0.4779
H -1.1101 0.9477 -0.1362
O -1.6095 0.5761 -0.8914

Values from the calculation:
HOMO level (alpha / beta) = -19.8480 / -16.3650 eV
⟨S²⟩ = 0.76
charge = +1
energy relative to the best compared isomer or geometry (same formula, charge and spin) = 126.4 kJ/mol
multiplicity = 2

Charges obtained by Mulliken population analysis, quoted in units of e: 0.4092 0.4017 -0.3971 0.4454 0.4201 -0.2792



Entry 6:
Formula: C2H2N2O2
Source: OMol25
Level of theory: wB97M-V/def2-TZVPD

Geometry (Å):
O -0.7171 -1.4027 -1.2135
C -0.2661 -0.5126 -0.3620
N 0.0493 -0.6863 0.8637
C 0.5541 0.5493 1.1998
N 0.5104 1.4522 0.2219
O -0.0179 0.6780 -0.8601
H -1.0018 -0.8693 -2.0260
H 0.8890 0.7914 2.1763

Values from the calculation:
SMILES = Oc1ncno1
HOMO level = -10.3700 eV
energy relative to the best compared isomer or geometry (same formula, charge and spin) = 157.9 kJ/mol
multiplicity = 1

Charges obtained by Mulliken population analysis, quoted in units of e: -0.4605 0.7386 -0.5066 -0.0420 -0.2870 -0.2065 0.3669 0.3971